No. 1
The following is a quantum chemistry calculation of a molecular structure, C46H45AuN2P3S, from the Open Molecules 2025 dataset.

```
! RIJCOSX wB97M-V def2-TZVPD def2/J DEFGRID3
* xyz 3 3
Au 0.7487 -1.0684 -1.1412
N 1.5618 -2.0195 -2.9782
C 1.5038 -3.4827 -2.9447
C 2.3830 -4.2368 -3.7000
C 2.3128 -5.6232 -3.6433
C 1.3713 -6.2496 -2.8350
C 0.4868 -5.4903 -2.0846
C 0.5480 -4.0998 -2.1430
P -0.6606 -3.0788 -1.2842
C -2.0545 -2.8428 -2.3778
C -1.8984 -3.0530 -3.7525
C -2.9529 -2.8001 -4.6143
C -4.1653 -2.3422 -4.1137
C -4.3273 -2.1377 -2.7480
C -3.2760 -2.3750 -1.8808
C -1.1656 -3.8314 0.2503
C -0.3424 -3.6976 1.3700
C -0.6857 -4.3282 2.5528
C -1.8461 -5.0900 2.6213
C -2.6626 -5.2319 1.5066
C -2.3292 -4.6048 0.3168
H 2.5349 -1.7274 -3.0463
H 1.1129 -1.6626 -3.8205
H 3.1220 -3.7531 -4.3276
H 3.0008 -6.2157 -4.2308
H 1.3283 -7.3289 -2.7890
H -0.2431 -5.9763 -1.4490
H -0.9699 -3.4454 -4.1484
H -2.8368 -2.9801 -5.6745
H -4.9910 -2.1584 -4.7882
H -5.2791 -1.7993 -2.3604
H -3.4141 -2.2207 -0.8181
H 0.5667 -3.1108 1.3154
H -0.0477 -4.2289 3.4208
H -2.1140 -5.5807 3.5475
H -3.5573 -5.8369 1.5622
H -2.9618 -4.7262 -0.5531
C 2.7134 5.9252 3.7520
S 4.2002 5.0952 3.2749
C 3.7217 4.1419 1.8463
C 2.7377 2.9969 2.1691
C 2.6759 2.0172 0.9705
N 1.3132 1.7586 0.4713
P 0.5605 0.2664 0.7564
C -1.1052 0.6407 1.2963
C -2.1483 -0.2067 0.9450
C -3.4364 0.0569 1.3858
C -3.6816 1.1711 2.1747
C -2.6393 2.0204 2.5306
C -1.3522 1.7577 2.0937
C 1.4109 -0.5297 2.1299
C 2.5640 -1.2778 1.8647
C 3.2238 -1.9319 2.8897
C 2.7291 -1.8554 4.1884
C 1.5776 -1.1307 4.4554
C 0.9143 -0.4665 3.4306
P 1.1505 2.4817 -1.1743
C 1.1971 4.2403 -0.6868
C 1.9715 5.0783 -1.4884
C 2.0620 6.4389 -1.2147
C 1.3753 6.9724 -0.1347
C 0.6044 6.1433 0.6778
C 0.5237 4.7858 0.4098
C -0.5863 2.1477 -1.6199
C -0.7640 1.2246 -2.6565
C -2.0333 0.8564 -3.0826
C -3.1450 1.4405 -2.4939
C -2.9846 2.3998 -1.5009
C -1.7168 2.7529 -1.0694
H 2.9729 6.6695 4.5019
H 2.0305 5.1880 4.1867
H 2.2505 6.3732 2.8703
H 4.6655 3.7558 1.4581
H 3.2855 4.8345 1.1169
H 1.7483 3.4103 2.3568
H 3.0573 2.4624 3.0658
H 3.1713 1.0915 1.2561
H 3.2609 2.4242 0.1388
H -1.9507 -1.0660 0.3189
H -4.2513 -0.6010 1.1126
H -4.6864 1.3795 2.5173
H -2.8359 2.8843 3.1517
H -0.5345 2.4151 2.3644
H 2.9366 -1.3611 0.8481
H 4.1136 -2.5099 2.6794
H 3.2398 -2.3726 4.9899
H 1.1868 -1.0858 5.4632
H 0.0052 0.0788 3.6460
H 2.5028 4.6669 -2.3392
H 2.6554 7.0797 -1.8529
H 1.4238 8.0350 0.0659
H 0.0420 6.5657 1.5025
H -0.0698 4.1481 1.0535
H 0.1095 0.8406 -3.1765
H -2.1546 0.1461 -3.8916
H -4.1379 1.1754 -2.8328
H -3.8517 2.8832 -1.0702
H -1.6197 3.5117 -0.3085
*
```

Computed properties:
LUMO (spin up / spin down): -6.8 / -11.2 eV
energy: -93783.2646 eV
⟨S²⟩: 2.0121
HOMO-LUMO gap (spin up / spin down): 8.31 / 4.31 eV
relative energy (zero: lowest compared OMol25 entry of this formula, charge and spin): 0.554 eV
strongest force on any atom: 0.004 Eh/bohr

Löwdin atomic charges, in units of e: Au 0.748; N -0.014; C -0.321; C -0.005; C -0.020; C -0.027; C -0.037; C -0.320; P 1.038; C -0.350; C -0.072; C -0.046; C -0.034; C -0.050; C -0.097; C -0.376; C -0.086; C -0.045; C -0.030; C -0.037; C -0.071; H 0.109; H 0.114; H 0.129; H 0.128; H 0.126; H 0.121; H 0.106; H 0.123; H 0.125; H 0.122; H 0.093; H 0.079; H 0.115; H 0.124; H 0.123; H 0.114; C -0.285; S 1.211; C -0.416; C -0.194; C -0.264; N -0.433; P 0.856; C -0.366; C -0.088; C -0.047; C -0.037; C -0.045; C -0.109; C -0.375; C -0.144; C -0.051; C -0.041; C -0.048; C -0.060; P 1.060; C -0.380; C -0.094; C -0.054; C -0.059; C -0.086; C -0.123; C -0.403; C -0.169; C -0.071; C -0.048; C -0.046; C -0.078; H 0.071; H 0.082; H 0.052; H 0.100; H 0.087; H 0.086; H 0.117; H 0.097; H 0.095; H 0.048; H 0.115; H 0.122; H 0.119; H 0.091; H 0.089; H 0.120; H 0.122; H 0.120; H 0.105; H 0.106; H 0.120; H 0.120; H 0.116; H 0.080; H 0.071; H 0.105; H 0.116; H 0.121; H 0.094


No. 2
The following is a quantum chemistry calculation of a single C6H11N molecule in a non-equilibrium geometry, from the Open Molecules 2025 dataset.

```
! RIJCOSX wB97M-V def2-TZVPD def2/J DEFGRID3
* xyz 0 1
C -0.5236 -0.0525 -0.1424
C -1.0987 0.0800 -1.5475
C -0.9919 -1.3913 0.2344
C -0.9094 1.0653 0.8474
C 1.9377 0.1007 0.8781
C 1.0493 -0.0944 -0.3127
N 1.5133 -0.3213 -1.4622
H 0.7126 -0.5090 -2.1150
H -0.9321 0.9958 -2.1062
H -1.9721 -0.4993 -1.8112
H -0.6711 -1.8548 1.1628
H -1.5319 -2.0076 -0.4664
H -0.6144 0.8244 1.8738
H -1.9917 1.1976 0.8308
H -0.4407 2.0140 0.5694
H 1.6238 -0.5578 1.6932
H 2.9736 -0.1147 0.6228
H 1.8672 1.1249 1.2509
*
```

Computed properties:
LUMO (spin up / spin down): -0.1 / 0.0 eV
energy: -7886.2874 eV
HOMO-LUMO gap (spin up / spin down): 8.02 / 8.76 eV
relative energy (zero: lowest compared OMol25 entry of this formula, charge and spin): 4.244 eV
strongest force on any atom: 0.028 Eh/bohr

Löwdin atomic charges, in units of e: C -0.585; C 0.060; C 0.084; C -0.046; C -0.043; C -0.389; N 0.141; H 0.047; H 0.071; H 0.057; H 0.065; H 0.052; H 0.081; H 0.081; H 0.087; H 0.082; H 0.079; H 0.078


No. 3
The following is a quantum chemistry calculation of a molecular structure, C42H52N5SZr in a non-equilibrium geometry, from the Open Molecules 2025 dataset.

```
! RIJCOSX wB97M-V def2-TZVPD def2/J DEFGRID3
* xyz 1 1
Zr 1.1102 0.8010 -0.3561
C 2.2454 -1.5919 -2.4000
C 1.8333 -0.3820 -3.2473
N 2.2415 0.8628 -2.5734
C 3.6970 1.1043 -2.5714
C 4.1495 1.7889 -1.2849
N 3.4736 1.2400 -0.0912
C 4.0299 -0.0280 0.4489
C 3.7343 -1.2213 -0.4439
N 2.3362 -1.2310 -0.9651
H 3.2019 -2.0008 -2.7294
H 1.5079 -2.3843 -2.5281
H 0.7469 -0.3353 -3.3317
H 2.2492 -0.4590 -4.2564
H 1.7764 1.6386 -3.0369
H 3.9828 1.7228 -3.4259
H 4.2068 0.1533 -2.7048
H 3.8992 2.8512 -1.3282
H 5.2371 1.7125 -1.1863
H 3.5499 1.9286 0.6513
H 3.5320 -0.1862 1.4056
H 5.1076 0.0565 0.6281
H 3.9208 -2.1292 0.1335
H 4.4137 -1.2530 -1.2927
H 1.7972 -1.8820 -0.4034
S -1.0021 3.4198 2.6892
C 0.2892 2.6508 3.5088
C 1.1911 2.1864 2.6171
N 0.8880 2.4580 1.2921
C -0.2518 3.1158 1.2185
H 0.2972 2.5337 4.5789
H 2.0693 1.6088 2.8543
H -0.6730 3.4482 0.2792
C 1.7663 5.2714 -2.1938
C 0.6738 4.3351 -2.6294
C -0.1318 4.6236 -3.7206
C -1.1100 3.7215 -4.1266
C -1.9379 4.0051 -5.3500
C -1.3105 2.5367 -3.4252
C -0.5647 2.2153 -2.2802
C 0.4410 3.1484 -1.9448
N -0.6441 1.0393 -1.4952
C -1.8952 0.2364 -1.2508
C -2.4184 0.5930 0.1478
C -3.5907 -0.3030 0.5520
C -4.7329 -0.1000 -0.4442
C -4.2466 -0.4705 -1.8464
C -3.8322 -1.9419 -1.8666
C -2.6821 -2.1446 -0.8806
C -3.1312 -1.7648 0.5342
C -1.5081 -1.2504 -1.2885
C -3.0537 0.4160 -2.2425
H 1.6825 6.2317 -2.6982
H 2.7541 4.8673 -2.4320
H 1.7349 5.4528 -1.1177
H 0.0051 5.5521 -4.2619
H -2.0501 5.0761 -5.5118
H -2.9304 3.5639 -5.2690
H -1.4628 3.5869 -6.2398
H -2.0585 1.8622 -3.7971
H 1.1037 2.9969 -1.0867
H -2.7248 1.6468 0.1464
H -1.6049 0.4760 0.8736
H -3.9172 -0.0330 1.5598
H -5.0703 0.9410 -0.4221
H -5.5898 -0.7222 -0.1723
H -5.0478 -0.3022 -2.5701
H -3.5193 -2.2342 -2.8740
H -4.6821 -2.5743 -1.5971
H -2.3553 -3.1874 -0.8952
H -2.3065 -1.9066 1.2398
H -3.9490 -2.4157 0.8542
H -1.1724 -1.4963 -2.3043
H -0.6756 -1.4222 -0.5970
H -3.3850 1.4568 -2.2575
H -2.7325 0.1432 -3.2514
C 0.8498 -0.4788 1.2359
C 0.6190 -1.3121 2.1691
C 0.3473 -2.1924 3.1364
C 0.9976 -3.5277 3.0659
C 2.3541 -3.6312 2.7591
C 2.9650 -4.8685 2.6161
C 2.2279 -6.0317 2.7868
C 0.8777 -5.9423 3.1000
C 0.2684 -4.7049 3.2360
C -0.5849 -1.8196 4.2280
C -0.6138 -2.5154 5.4364
C -1.4741 -2.1340 6.4575
C -2.3261 -1.0527 6.2972
C -2.3046 -0.3499 5.0970
C -1.4469 -0.7282 4.0798
H 2.9346 -2.7201 2.6563
H 4.0227 -4.9244 2.3903
H 2.7014 -6.9989 2.6856
H 0.2919 -6.8427 3.2317
H -0.7893 -4.6486 3.4600
H 0.0552 -3.3503 5.5928
H -1.4720 -2.6914 7.3855
H -3.0014 -0.7640 7.0911
H -2.9737 0.4892 4.9485
H -1.4506 -0.1837 3.1413
*
```

Computed properties:
LUMO: -2.4 eV
energy: -63960.1876 eV
HOMO-LUMO gap: 5.78 eV
relative energy (zero: lowest compared OMol25 entry of this formula, charge and spin): 0.189 eV
strongest force on any atom: 0.022 Eh/bohr

Atom charges from the Löwdin analysis, given in e for atoms 1 to 99: Zr 1.581; C -0.159; C -0.172; N -0.135; C -0.159; C -0.160; N -0.152; C -0.185; C -0.163; N -0.127; H 0.116; H 0.126; H 0.102; H 0.130; H 0.101; H 0.135; H 0.105; H 0.113; H 0.131; H 0.114; H 0.099; H 0.130; H 0.128; H 0.104; H 0.094; S 1.099; C -0.347; C -0.238; N -0.156; C -0.492; H 0.086; H 0.111; H 0.079; C -0.033; C -0.269; C -0.012; C -0.250; C -0.038; C 0.012; C -0.285; C -0.116; N -0.112; C -0.428; C -0.105; C -0.277; C -0.113; C -0.277; C -0.116; C -0.274; C -0.100; C -0.106; C -0.099; H 0.083; H 0.074; H 0.083; H 0.121; H 0.082; H 0.082; H 0.090; H 0.087; H 0.055; H 0.124; H 0.078; H 0.140; H 0.122; H 0.124; H 0.143; H 0.121; H 0.124; H 0.143; H 0.113; H 0.127; H 0.119; H 0.080; H 0.122; H 0.119; C -0.239; C -0.136; C -0.174; C -0.198; C -0.050; C -0.091; C -0.093; C -0.077; C -0.040; C -0.177; C -0.035; C -0.079; C -0.095; C -0.090; C -0.051; H 0.101; H 0.099; H 0.101; H 0.105; H 0.119; H 0.112; H 0.105; H 0.100